1.
18
Properties=species:S:1:pos:R:3:forces:R:3 method="wB97M-V/def2-TZVPD" lumo_ev=0.5130 e_tot_ev=-11384.7324 max_force_ev_per_a=2.46 smiles="[NH3+]C(=O)[O-].C/C=C/N" relative_energy_kcal_mol=50.05 e_homo_ev=-9.12
N 0.007585 0.252859 -1.788571 -0.3757 -2.4149 -0.3088
C -0.487563 1.653768 -1.555335 -1.3727 1.4655 0.8303
O -1.263246 2.056114 -2.421364 1.0223 -0.1178 0.6793
O -0.109837 2.054569 -0.426632 -0.2576 0.1686 -1.2283
H 0.568688 -0.047340 -0.803921 0.0876 -0.0258 -1.7364
H -0.868659 -0.328396 -1.904943 1.3019 0.7589 0.0280
H 0.536981 0.159817 -2.681119 -0.4307 0.1308 0.9623
C -0.463945 -2.694685 2.653220 -0.4643 -0.0020 0.5951
C 0.491485 -2.054285 1.688293 0.1616 0.1212 -0.1066
C 0.383967 -0.783701 1.328347 0.4123 0.7364 -0.0366
N 1.295078 -0.060452 0.472771 -0.5321 -1.1309 0.5678
H -1.235546 -1.942484 3.012096 0.9035 -0.9660 -0.4340
H -0.981577 -3.556562 2.188177 0.1463 0.4270 0.2653
H 0.079439 -3.096201 3.547593 -0.4591 0.3837 -0.6816
H 1.325085 -2.633802 1.276711 -0.2203 0.0217 0.2907
H -0.454916 -0.164941 1.654940 0.2098 -0.1670 -0.0174
H 2.280303 -0.275835 0.573686 -0.2519 -0.0239 0.0270
H 1.072558 0.926854 0.444193 0.1191 0.6343 0.3040

2.
68
Properties=species:S:1:pos:R:3:forces:R:3 method="wB97M-V/def2-TZVPD" lumo_ev=-5.6672 e_tot_ev=-49895.9113 max_force_ev_per_a=1.67 total_charge=+1 e_homo_ev=-10.87
C 0.902383 -6.058746 1.891904 0.0823 -0.6850 0.2662
O 1.348085 -4.833006 1.328271 -0.2475 0.5180 -0.1786
C 0.418187 -3.866824 1.443091 -0.7748 0.0580 0.5520
O -0.647694 -4.052518 2.002075 1.0601 0.3403 -0.6132
C 0.839964 -2.565263 0.809426 -0.5985 -0.0998 -0.1013
C 1.946604 -1.809124 1.529380 0.6285 -0.3830 0.2953
C 2.144804 -0.466770 0.860588 1.1100 0.2174 1.0587
C 3.361227 0.123195 0.798586 -1.3187 -0.7311 -0.3072
N 0.883806 0.063855 0.479581 0.9015 1.0388 -0.2156
O 1.042139 1.360109 -0.061792 -0.2958 -0.4093 -1.0052
Si 0.544572 1.312630 -1.719933 -0.6563 0.0616 0.6826
C -0.621403 2.752660 -1.980039 0.2482 0.1958 -0.2149
C 2.139405 1.473941 -2.668589 0.1035 0.1013 -0.4357
C -0.454908 -0.233298 -2.077153 0.0811 -0.0567 -0.2141
O 0.165868 0.198284 1.666920 -0.5832 -0.0501 0.5538
Si -0.104337 1.706859 2.443828 0.0526 -0.5644 -0.3527
C -1.679344 2.441761 1.769669 0.0206 0.2428 0.1390
C -0.388750 1.208009 4.223897 0.0223 -0.0755 -0.0487
C 1.404917 2.786472 2.267902 0.1119 0.6341 0.5194
H 1.721372 -6.763371 1.740393 -0.1722 0.0485 0.0888
H 0.691198 -5.911753 2.956550 0.0355 -0.2069 -0.2188
H -0.009166 -6.407533 1.391191 0.2563 0.0803 0.1475
H 1.160805 -2.760093 -0.222872 -0.1540 0.0185 0.1538
H -0.041613 -1.918647 0.803644 0.0897 -0.4616 -0.1463
H 1.702942 -1.657053 2.600599 0.0290 -0.0849 -0.5760
H 2.883616 -2.393371 1.464269 -0.3207 0.3342 0.1742
H 3.553154 1.083512 0.337452 -0.1486 0.0326 0.1196
H 4.174314 -0.437088 1.240952 -0.2101 0.1153 -0.1642
H -0.895378 2.768191 -3.047113 0.0250 0.0768 0.2540
H -1.551526 2.653204 -1.402019 0.3178 -0.0826 -0.1579
H -0.163027 3.721179 -1.741604 -0.1294 -0.1489 -0.0300
H 1.951475 1.330315 -3.742736 0.1375 0.0536 0.1999
H 2.567015 2.477570 -2.534777 -0.1021 -0.1799 -0.0166
H 2.889926 0.738100 -2.351053 -0.2451 0.0376 -0.0080
H -1.163448 -0.012784 -2.893202 0.2354 -0.0631 0.2176
H 0.165280 -1.079391 -2.401590 -0.1482 0.1135 0.1583
H -1.038911 -0.544951 -1.198531 0.2062 0.1407 -0.2571
H -1.995015 3.217540 2.488107 -0.0628 -0.1423 -0.3366
H -1.562484 2.899118 0.779728 -0.0008 -0.0587 0.2801
H -2.475891 1.685965 1.714266 0.2300 0.1664 0.0659
H -0.565158 2.107540 4.832397 0.0278 -0.2377 -0.1087
H -1.264225 0.551348 4.317590 0.1767 0.1703 -0.0208
H 0.475693 0.672973 4.638187 -0.1462 0.1474 -0.0643
H 1.489856 3.362493 3.205491 0.1031 -0.0450 -0.2576
H 2.339842 2.225555 2.134132 -0.3964 0.0829 0.0644
H 1.306906 3.504708 1.443202 0.0216 -0.2414 0.1738
C 6.916444 1.641897 -0.780945 -0.2985 -0.4608 -0.5409
C 6.267900 0.590036 -1.749144 0.3050 0.6635 0.7757
C 5.994657 -0.577564 -0.848381 0.3034 0.9199 0.7128
C 6.378440 -0.322673 0.459585 -0.6655 -0.2523 -0.6152
C 6.881024 0.989301 0.576522 1.5265 -0.0681 -0.6774
C 7.613069 1.503200 1.696973 0.1629 0.4194 0.7226
C 7.598709 0.848478 2.962360 0.2546 0.1244 -0.4106
C 8.512304 1.209152 3.947937 -0.2435 -0.1102 0.0089
C 9.441260 2.235448 3.728866 -0.5369 -0.1511 -0.4385
C 9.430208 2.924845 2.508708 -0.1180 0.1022 -0.0265
C 8.509726 2.601753 1.522284 -0.2405 -0.4340 -0.0168
H 7.954290 1.832827 -1.113493 -0.4146 -0.0367 0.3902
H 6.400459 2.614177 -0.783365 0.0783 -0.2848 0.0187
H 5.361285 1.008049 -2.215460 0.1360 -0.4303 0.0768
H 6.975142 0.344418 -2.558101 -0.3574 -0.1407 0.1772
H 5.535566 -1.494373 -1.204660 0.1513 0.0084 0.1251
H 6.267971 -0.998103 1.311740 0.1363 0.1156 -0.5466
H 6.870288 0.051784 3.135788 0.3543 0.2568 0.0748
H 8.503145 0.675690 4.897663 -0.0047 0.1901 -0.2156
H 10.140741 2.514627 4.512384 -0.0636 -0.1067 -0.1831
H 10.144945 3.725310 2.327836 -0.1930 -0.1450 0.0834
H 8.494116 3.157931 0.581079 0.1248 -0.1982 0.3902

3.
25
Properties=species:S:1:pos:R:3:forces:R:3 method="wB97M-V/def2-TZVPD" lumo_ev=0.4423 e_tot_ev=-26395.0368 max_force_ev_per_a=10.38 relative_energy_kcal_mol=155.72 e_homo_ev=-8.51
C 3.267460 -0.997215 -2.124642 -4.9477 5.6530 -2.6923
H 2.739054 -0.637425 -3.078385 1.0157 -1.1581 0.8814
H 4.146141 -0.616931 -2.132306 6.3709 1.6019 -0.4864
H 3.182566 -1.973321 -2.032265 -0.6933 -4.3890 1.2746
O 2.691834 -0.034469 -1.157532 -1.2354 -3.6155 -0.1926
C 1.424352 -0.509894 -1.002847 -0.6556 2.7150 0.2500
O 0.899581 -1.344759 -1.659326 -0.2370 -1.8342 -0.9174
C 0.702590 0.332311 -0.035570 -1.3397 -2.9553 -1.9877
C -0.588166 0.257811 0.337228 0.3286 -0.6781 1.6746
S -0.836930 1.324028 1.840717 0.2877 -1.8745 -2.4407
C 0.803062 1.536217 1.608861 5.3060 5.9600 3.0972
N 1.524253 1.071611 0.628364 0.3480 3.8308 4.8316
N 1.484262 2.811882 2.596942 -9.4532 -3.3908 -2.6380
H 0.846999 2.728352 3.417763 2.1842 0.3318 -0.3639
H 2.401496 2.761041 2.519763 5.1526 -0.6407 0.6579
C -1.626290 -0.658782 -0.081039 -1.3759 4.9434 -6.9130
C -2.710798 0.455055 -0.526698 0.2123 -5.5731 -7.8480
H -3.532743 -0.221675 -1.055362 1.0555 1.0764 1.2345
H -2.545959 1.073718 -1.440654 0.8645 0.0680 1.2447
H -3.192651 0.865164 0.185979 -2.9176 3.3752 5.2284
C -2.287622 -1.447449 0.839984 -1.4215 -8.7820 3.9450
H -3.054796 -2.303768 0.470930 1.1326 2.7182 0.1520
H -1.598716 -2.290715 1.269866 -0.2670 1.4246 -0.6338
H -2.654947 -1.113095 1.808134 -0.2967 1.0467 -0.3944
H -1.484034 -1.067692 -1.197906 0.5821 0.1463 3.0364

4.
19
Properties=species:S:1:pos:R:3:forces:R:3 method="wB97M-V/def2-TZVPD" lumo_ev=-16.4342 e_tot_ev=-61754.1484 max_force_ev_per_a=2.20 total_charge=+3 relative_energy_kcal_mol=129.64 e_homo_ev=-18.01
Hf -1.221015 3.419754 -4.392239 -0.2985 -0.3093 0.5563
Cl -3.059348 1.948445 -0.881044 0.4353 0.2889 -0.6660
C -4.379206 3.274801 4.482772 -0.7487 0.1566 0.1698
Cl -5.338340 4.398217 5.461871 0.3768 -0.3682 0.2346
Cl -4.613044 1.614582 5.076988 0.2554 0.9633 -0.2214
Cl -2.704380 3.802731 4.571541 -0.5526 -0.3227 -0.0023
H -4.824024 3.401250 3.495737 0.6071 -0.4243 -0.0790
C 0.288701 -2.437186 -1.276701 -0.9495 -1.1263 0.0347
O 1.642897 -2.055814 -1.485750 0.6196 0.4109 -0.6359
C 2.032765 -0.989155 -2.146801 0.7193 0.4475 2.0307
O 1.388896 -0.094457 -2.674694 0.2578 -0.9699 0.0545
O 3.382926 -0.795725 -1.952951 -0.7032 0.5250 -0.7936
C 4.221188 -1.723544 -1.282107 0.1996 -0.0161 -0.5011
H -0.412514 -2.010220 -1.993703 0.2349 0.2510 0.1867
H 0.006716 -2.304696 -0.232186 0.1288 0.7506 -0.1149
H 0.256391 -3.522725 -1.369799 0.1700 0.0496 -0.4133
H 5.248203 -1.359143 -1.305249 -0.3111 0.2899 -0.1832
H 4.139843 -2.650501 -1.849751 0.0177 -0.5350 0.1586
H 3.943345 -1.916614 -0.245935 -0.4588 -0.0615 0.1848

5.
6
Properties=species:S:1:pos:R:3:forces:R:3 method="wB97M-V/def2-TZVPD" lumo_ev=-0.3117 e_tot_ev=-22721.0850 max_force_ev_per_a=4.69 smiles=F[C@@H](S)I relative_energy_kcal_mol=28.01 e_homo_ev=-9.59
F -0.000421 1.637660 -0.528147 0.0347 -0.0050 0.2507
C 0.181245 0.523569 0.181559 -3.8616 -1.7488 2.0124
S -1.472708 -0.828308 -0.261169 0.7830 3.4294 1.4393
I 2.063155 -0.234308 0.097867 1.0889 -0.6014 -0.4488
H -0.078201 0.556134 1.305199 0.3432 0.8439 -1.9921
H -0.693069 -1.654748 -0.795307 1.6118 -1.9181 -1.2615